The following is a DFT calculation (wB97M-V/def2-TZVPD) of 16 unconnected molecules or ions with the total composition C28H63Cl20N5O13S in a non-equilibrium geometry.

E_LUMO = 0.0 eV
Electronic energy = -11958.100919 hartree
E_HOMO = -10.1 eV

Cartesian coordinates (Å):
O1 2.35311 -8.11256 -0.39444
S1 2.67149 -6.71577 -0.46814
O2 3.34127 -5.91251 0.54066
O3 3.71862 -6.64614 -1.65903
C1 3.38860 -7.14169 -2.94764
C2 4.38879 -6.63995 -3.99939
C3 1.33234 -5.70716 -1.07860
H1 2.40569 -6.74709 -3.14729
H2 3.43049 -8.23266 -2.94487
H3 4.10014 -7.26669 -4.87595
H4 5.41018 -6.84719 -3.64957
H5 4.24788 -5.59398 -4.16943
H6 0.35991 -6.08734 -0.70093
H7 1.40959 -5.67272 -2.15168
H8 1.53711 -4.71224 -0.78314
Cl1 0.87320 1.01803 -4.14484
C4 -0.34752 0.06334 -3.23126
C5 -0.40083 -1.25016 -3.93180
Cl2 -1.57882 -2.38240 -3.13258
H9 -1.33500 0.52704 -3.25524
H10 -0.07639 0.02065 -2.18039
H11 0.56474 -1.78446 -3.97957
H12 -0.74126 -1.13416 -4.98507
Cl3 -6.56302 -0.60474 -3.23830
C6 -5.03412 0.30351 -3.15130
C7 -5.06293 1.08245 -1.88096
Cl4 -3.69687 2.12190 -1.69275
H13 -4.91652 0.91443 -4.02483
H14 -4.19709 -0.42438 -3.19871
H15 -5.10575 0.47379 -0.94541
H16 -5.94611 1.63967 -1.90247
Cl5 -1.49637 5.77882 -0.08068
C8 -2.68111 6.51769 1.05781
C9 -2.48776 8.02416 0.99467
Cl6 -3.39972 8.91253 2.20498
H17 -2.57389 6.15627 2.11611
H18 -3.73730 6.40740 0.72695
H19 -2.75721 8.39791 -0.04701
H20 -1.41185 8.25875 1.13912
Cl7 0.64287 -2.79865 1.03445
C10 0.76474 -4.28368 1.94420
C11 0.70640 -4.12976 3.46569
Cl8 -0.49817 -2.84396 3.97425
H21 1.72378 -4.80471 1.72619
H22 -0.08859 -4.87646 1.59133
H23 1.70275 -3.85597 3.84296
H24 0.45906 -5.17148 3.91795
Cl9 -2.43111 0.19766 0.58579
C12 -2.52624 -0.96297 1.98499
C13 -3.99001 -1.28568 2.37935
Cl10 -4.15350 -2.34129 3.83217
H25 -2.13372 -0.45244 2.90149
H26 -1.92726 -1.81268 1.74460
H27 -4.50913 -1.80157 1.54386
H28 -4.54903 -0.38913 2.56833
Cl11 -5.91708 1.97920 0.97472
C14 -5.10160 3.46953 1.49165
C15 -5.49215 3.71964 2.99968
Cl12 -4.37955 4.90402 3.77843
H29 -5.47544 4.24433 0.85747
H30 -3.98901 3.31691 1.44436
H31 -5.28233 2.80716 3.56998
H32 -6.50736 4.06316 3.04059
Cl13 1.51513 6.59223 2.90645
C16 1.44962 5.56484 4.30717
C17 0.01854 5.78298 4.88642
Cl14 -0.10202 4.72351 6.30740
H33 2.06727 5.88895 5.05628
H34 1.52643 4.47355 4.12304
H35 -0.80316 5.58478 4.17978
H36 -0.12120 6.78503 5.26261
Cl15 2.01617 -1.26879 5.68301
C18 2.46520 -0.97685 3.97529
C19 3.58111 0.02408 3.66575
Cl16 3.25209 1.58227 4.45040
H37 1.53506 -0.63754 3.45565
H38 2.62852 -1.96503 3.51708
H39 3.68568 0.11281 2.58833
H40 4.52241 -0.37437 4.00082
Cl17 -2.84536 -3.86582 0.75184
C20 -2.63278 -4.96530 -0.63952
C21 -3.17641 -6.31510 -0.30579
Cl18 -2.06470 -7.29298 0.69062
H41 -1.57556 -5.04829 -0.81151
H42 -3.21176 -4.60647 -1.45254
H43 -3.16072 -6.84348 -1.28803
H44 -4.10369 -6.25478 0.22028
Cl19 2.08594 -1.65819 -1.67501
C22 3.52870 -0.76346 -2.24737
C23 4.73551 -1.26180 -1.56208
Cl20 5.20530 -2.86636 -2.14496
H45 3.40337 0.29102 -1.94911
H46 3.48290 -0.88607 -3.37011
H47 4.62351 -1.39584 -0.49201
H48 5.62387 -0.60575 -1.76682
C24 -0.18628 4.35696 -8.46020
N1 1.00925 5.13843 -7.98343
O4 1.33472 5.05633 -6.81664
O5 1.59225 5.87488 -8.75516
H49 -1.01403 4.29388 -7.71454
H50 0.12258 3.35354 -8.76962
H51 -0.65090 4.96495 -9.24913
C25 1.38036 3.25888 0.79589
N2 2.10134 2.09691 0.21258
O6 2.72374 2.33829 -0.83441
O7 2.10619 1.05869 0.76768
H52 0.63571 3.62672 0.07502
H53 2.16507 3.96815 1.08086
H54 0.74960 2.96301 1.71488
C26 5.94527 -4.51664 1.49132
N3 4.82954 -3.98310 2.31439
O8 4.58589 -2.82271 2.06237
O9 4.21775 -4.67823 3.13923
H55 5.76840 -4.21603 0.44355
H56 5.87201 -5.59713 1.57431
H57 6.89282 -4.22700 1.88358
C27 -1.37094 1.44539 4.82206
N4 -1.96422 2.16270 3.65025
O10 -1.39552 3.11902 3.27973
O11 -3.06667 1.78280 3.22246
H58 -2.19520 1.20581 5.51380
H59 -0.60379 2.16423 5.11667
H60 -0.91072 0.55792 4.37676
C28 1.03210 4.58595 -3.48239
N5 -0.21780 3.77972 -3.20454
O12 -0.55037 3.55276 -2.05394
O13 -0.94196 3.55041 -4.15693
H61 1.03365 4.94369 -4.47323
H62 1.85989 3.96825 -3.15301
H63 0.92131 5.42526 -2.75506

---

The following is a DFT calculation (wB97M-V/def2-TZVPD) of a molecular structure, C28H64N2NiO6 in a non-equilibrium geometry.

E_LUMO (spin up / spin down) = 0.5 / -0.5 eV
Spin multiplicity = 3
Electronic energy = -3173.954830 hartree
E_HOMO (spin up / spin down) = -4.7 / -4.7 eV

Cartesian coordinates (Å):
Ni1 -0.39418 0.07707 0.07118
C1 -2.30005 7.87497 -0.27161
C2 -2.25613 7.88592 -1.83912
C3 -1.90764 9.36424 -2.23338
C4 -1.52670 9.52645 -3.67848
C5 -0.49824 8.56823 -4.09688
C6 -0.71409 7.09457 -3.71993
N1 -1.26140 6.95641 -2.31107
O1 -1.36135 5.53249 -1.88817
C7 0.71852 6.58963 -3.83203
C8 -1.69359 6.45130 -4.77740
C9 -3.67970 7.69103 -2.36675
H1 -2.86362 6.96080 -0.08508
H2 -2.93514 8.67878 0.10074
H3 -1.40957 8.09034 0.31895
H4 -1.18617 9.78021 -1.53014
H5 -2.79649 9.95511 -2.01224
H6 -1.14973 10.54741 -3.73874
H7 -2.30059 9.46514 -4.44362
H8 0.40479 8.94929 -3.61997
H9 -0.47858 8.51990 -5.18563
H10 0.61197 5.56486 -3.47623
H11 1.50510 6.98512 -3.18939
H12 1.08237 6.62175 -4.85901
H13 -1.20940 5.91589 -5.59410
H14 -2.24431 7.23372 -5.29954
H15 -2.51039 5.81807 -4.43105
H16 -4.08607 6.70201 -2.15511
H17 -3.65115 7.71495 -3.45612
H18 -4.33612 8.51367 -2.08306
C10 -1.67776 -8.15660 1.64647
C11 -0.88993 -7.54342 2.90256
C12 -0.71822 -8.76446 3.86833
C13 0.41492 -9.59389 3.64310
C14 1.68883 -8.87627 3.32803
C15 1.51226 -7.79810 2.12276
N2 0.37681 -6.85960 2.54899
O2 0.27673 -5.59654 1.66973
C16 1.31446 -8.51836 0.80972
C17 2.88385 -7.00458 2.00946
C18 -1.71144 -6.52269 3.79595
H19 -1.72699 -7.40189 0.86156
H20 -2.66480 -8.40997 2.03332
H21 -1.26874 -9.11661 1.33153
H22 -1.61207 -9.38581 3.81301
H23 -0.62733 -8.38727 4.88695
H24 0.13919 -10.27075 2.83444
H25 0.50392 -10.19239 4.54973
H26 2.57164 -9.49053 3.15072
H27 1.89860 -8.29979 4.22902
H28 0.76785 -7.82049 0.17546
H29 0.73625 -9.44235 0.80791
H30 2.21278 -8.83540 0.27997
H31 3.18830 -6.57450 2.96363
H32 2.97081 -6.37601 1.12321
H33 3.66607 -7.74042 1.82298
H34 -1.99807 -5.59909 3.29307
H35 -1.18725 -6.30391 4.72625
H36 -2.59792 -7.01749 4.19269
C19 0.10078 -3.51633 -5.81975
C20 0.81351 -2.31389 -5.19181
C21 1.51424 -1.50970 -6.30414
O3 -0.11253 -1.48941 -4.59457
H37 -0.61529 -3.15082 -6.55577
H38 -0.55992 -4.02836 -5.12018
H39 0.81086 -4.19365 -6.29422
H40 1.60511 -2.59962 -4.49911
H41 1.83504 -2.02434 -7.20986
H42 2.40843 -1.05194 -5.88108
H43 0.90649 -0.68749 -6.68190
H44 -0.81958 -1.37680 -5.23409
C22 -2.08586 1.47979 6.45173
C23 -0.72300 2.09194 5.97853
C24 0.30716 2.10638 7.10794
O4 -0.25922 1.17508 5.04669
H45 -2.86157 1.49705 5.68617
H46 -2.45935 2.02049 7.32134
H47 -2.10831 0.43630 6.76599
H48 -0.84833 3.06246 5.49840
H49 1.27343 1.82935 6.68643
H50 0.14019 1.49727 7.99632
H51 0.41391 3.10342 7.53528
H52 0.20768 0.45385 5.47498
C25 6.70965 2.00707 -0.34149
C26 5.92687 0.86121 0.20098
C27 6.04942 0.66330 1.69616
O5 4.55762 1.14329 0.03647
H53 7.78241 1.82383 -0.28050
H54 6.52628 2.90618 0.24679
H55 6.43868 2.15027 -1.38752
H56 6.29344 -0.04636 -0.27866
H57 7.10318 0.59328 1.96599
H58 5.68379 -0.32661 1.96909
H59 5.73971 1.41066 2.42667
H60 4.53675 2.07424 0.26991
C28 -5.78852 -0.16704 -1.08304
O6 -4.82064 -0.38898 -0.04839
H61 -5.40592 -0.10224 -2.10163
H62 -6.42762 -1.04056 -0.95418
H63 -6.44206 0.68059 -0.87687
H64 -5.36179 -0.78307 0.63968

---

The following is a DFT calculation (wB97M-V/def2-TZVPD) of 8 unconnected molecules or ions with the total composition C36H68ClF3N2O8P in a non-equilibrium geometry.

Total charge = +1
E_LUMO = -3.3 eV
Electronic energy = -3224.681130 hartree
E_HOMO = -10.8 eV

Cartesian coordinates (Å):
C1 -1.21961 1.38135 1.39891
P1 -0.10632 0.68271 0.09124
C2 -0.64862 -1.10445 0.03948
C3 -0.62086 1.30714 -1.63084
C4 0.40190 0.65379 -2.60387
C5 -0.16281 0.17606 -3.94810
O1 -0.77600 -1.10876 -3.89636
C6 -2.07389 0.86262 -1.83049
N1 -2.85861 1.72057 -2.75658
C7 -2.96238 3.14970 -2.29707
C8 -4.37410 3.47112 -1.79202
C9 -4.82634 2.59707 -0.60552
C10 -5.73621 1.47401 -1.02150
F1 -6.11348 1.32929 -2.33791
C11 -6.22216 0.52120 -0.14130
F2 -7.18311 0.71412 0.70583
F3 -5.75151 -0.70875 -0.14451
C12 -1.84228 3.57456 -1.34420
C13 -0.49940 2.88201 -1.71695
Cl1 -0.22154 3.40702 -3.46098
C14 0.72571 3.41150 -0.92288
C15 0.45198 4.05512 0.41508
N2 -0.09053 5.18753 0.55530
H1 -0.72450 2.10116 2.04232
H2 -1.48502 0.54244 2.05227
H3 -2.17523 1.77964 1.04455
H4 -0.16824 -1.68535 0.82061
H5 -1.73160 -1.11279 0.22371
H6 -0.52460 -1.53161 -0.95342
H7 1.28007 1.27236 -2.77523
H8 0.79076 -0.24397 -2.10534
H9 -0.81586 0.89874 -4.43866
H10 0.69480 0.06741 -4.62387
H11 -0.44612 -1.58691 -3.12762
H12 -2.18017 -0.18057 -2.12206
H13 -2.59079 0.93608 -0.87170
H14 -3.81101 1.33791 -2.76870
H15 -2.53771 1.69456 -3.72494
H16 -2.84573 3.75928 -3.19212
H17 -4.44636 4.53855 -1.58889
H18 -5.02618 3.29175 -2.65273
H19 -5.41665 3.25169 0.05527
H20 -4.00696 2.23143 0.01172
H21 -1.68120 4.64009 -1.54509
H22 -2.07358 3.48840 -0.28414
H23 1.18614 4.19030 -1.53549
H24 1.49997 2.64981 -0.80698
H25 0.77081 3.49014 1.29840
H26 -0.14281 5.37911 1.55643
C16 5.32153 2.36545 0.50675
C17 4.46125 1.13958 0.32306
O2 3.68774 1.04647 -0.60798
C18 4.60229 0.04000 1.34107
H27 5.12068 3.07589 -0.29448
H28 5.09467 2.83944 1.46306
H29 6.37582 2.08809 0.47414
H30 4.34491 0.41762 2.33223
H31 5.62693 -0.33431 1.34542
H32 3.93436 -0.77332 1.09328
C19 2.23734 -4.22206 0.95627
C20 3.60034 -3.82271 1.46315
O3 3.80374 -2.72303 1.93396
C21 4.68950 -4.85265 1.35556
H33 1.54589 -3.39145 1.09209
H34 2.29214 -4.47029 -0.10439
H35 1.87097 -5.08520 1.51262
H36 4.84035 -5.12507 0.31271
H37 4.41988 -5.73679 1.92786
H38 5.61654 -4.44087 1.75270
C22 3.35372 -9.71370 0.36807
C23 3.88412 -8.36065 -0.02298
O4 3.46048 -7.34033 0.47977
C24 4.97038 -8.32138 -1.07080
H39 2.58436 -9.59803 1.12561
H40 2.92202 -10.20664 -0.50585
H41 4.15884 -10.32525 0.77794
H42 4.60634 -8.75912 -2.00122
H43 5.84346 -8.87499 -0.72283
H44 5.26044 -7.28882 -1.25793
C25 1.51412 -8.78694 4.70227
C26 1.74639 -10.16270 4.12906
O5 2.23081 -10.31269 3.02955
C27 1.35005 -11.34027 4.98292
H45 1.84337 -8.03710 3.98523
H46 0.45178 -8.64126 4.90416
H47 2.08239 -8.66656 5.62579
H48 0.28078 -11.30326 5.19673
H49 1.91116 -11.32873 5.91854
H50 1.57111 -12.26304 4.45105
C28 -0.91942 8.22122 -2.35927
C29 -2.32763 7.70753 -2.21184
O6 -2.59177 6.81809 -1.43086
C30 -3.38911 8.34445 -3.07251
H51 -0.26436 7.67554 -1.68213
H52 -0.57346 8.07359 -3.38379
H53 -0.88123 9.28246 -2.10956
H54 -3.14908 8.20238 -4.12744
H55 -3.45688 9.41077 -2.85368
H56 -4.35172 7.88134 -2.86423
C31 -10.05713 -0.01187 1.00346
C32 -11.48139 -0.48100 1.19256
O7 -11.73856 -1.44305 1.87501
C33 -12.56309 0.30456 0.49213
H57 -9.38867 -0.66510 1.56056
H58 -9.78904 -0.04950 -0.05402
H59 -9.94673 1.00787 1.37624
H60 -12.40248 0.28238 -0.58708
H61 -12.56071 1.33834 0.84170
H62 -13.53101 -0.13932 0.71299
C34 9.98740 5.58890 1.52009
C35 8.58971 5.04009 1.66321
O8 8.33635 4.14341 2.43392
C36 7.51499 5.65735 0.80103
H63 10.65460 5.05667 2.19435
H64 10.33900 5.45412 0.49596
H65 10.00038 6.64973 1.77498
H66 7.76025 5.52245 -0.25375
H67 7.41928 6.72075 1.02541
H68 6.56645 5.16635 1.00939

---

The following is a DFT calculation (wB97M-V/def2-TZVPD) of 2 unconnected molecules or ions with the total composition C20H24BrCl2F6NO6.

SMILES = CC[C@H](Br)[C@@](OC(=O)OC#N)(C(=O)C(F)(F)C(F)(F)C(F)(F)C(=O)O)/C(Cl)=C(/C)Cl.CCCCCC
E_LUMO = -0.4 eV
Electronic energy = -5376.227608 hartree
E_HOMO = -10.0 eV

Cartesian coordinates (Å):
C1 -0.86717 -1.40403 6.07514
C2 -1.20230 -1.92787 4.67204
C3 -0.91256 -0.91825 3.55702
Br1 -1.67663 0.80327 4.04049
C4 -1.34460 -1.44842 2.17463
O1 -2.67082 -1.97953 2.18174
C5 -3.71074 -1.19466 2.48804
O2 -4.34828 -1.20994 3.48003
O3 -4.00672 -0.41727 1.37773
C6 -4.91299 0.50641 1.57521
N1 -5.67818 1.34325 1.75978
C7 -1.28334 -0.54797 0.84508
O4 -1.46657 -1.15734 -0.16359
C8 -1.10379 1.00723 0.64489
F1 -1.22876 1.21841 -0.67130
F2 -2.09721 1.69927 1.22848
C9 0.28740 1.58656 1.04113
F3 1.12367 1.30077 0.02520
F4 0.77662 0.98676 2.14071
C10 0.33244 3.13156 1.24427
F5 -0.34614 3.72177 0.24736
F6 1.62896 3.47600 1.13892
C11 -0.15112 3.62608 2.62399
O5 0.58478 3.67691 3.56247
O6 -1.42870 3.99832 2.60514
C12 -0.37638 -2.58700 1.83844
Cl1 1.12704 -2.01039 1.19335
C13 -0.47920 -3.90420 2.02864
C14 0.60310 -4.87623 1.66467
Cl2 -1.87106 -4.64923 2.73271
H1 -1.70021 -0.86399 6.51370
H2 0.01573 -0.76484 6.04248
H3 -0.61897 -2.25354 6.70937
H4 -2.24095 -2.24478 4.62359
H5 -0.55044 -2.78255 4.49587
H6 0.16593 -0.78897 3.51394
H7 -1.70351 4.11411 3.52842
H8 1.46795 -4.71431 2.31013
H9 0.25277 -5.89437 1.78796
H10 0.92701 -4.70999 0.63849
C15 0.30840 1.48204 -3.35358
C16 1.42116 0.47011 -3.60637
C17 2.73987 1.10727 -4.04177
C18 2.67419 1.88254 -5.35890
C19 2.19430 1.06826 -6.55929
C20 3.10016 -0.11212 -6.89631
H11 0.05620 2.04180 -4.25602
H12 -0.59732 0.98158 -3.01502
H13 0.60463 2.19860 -2.58492
H14 1.09114 -0.25931 -4.35139
H15 1.59897 -0.09557 -2.68702
H16 3.50446 0.32851 -4.11378
H17 3.07978 1.78840 -3.25493
H18 3.67003 2.28168 -5.57687
H19 2.02345 2.75279 -5.23824
H20 2.13761 1.73141 -7.42641
H21 1.17610 0.70952 -6.38596
H22 4.11695 0.22617 -7.10730
H23 2.73682 -0.64520 -7.77590
H24 3.14890 -0.83032 -6.07640

---

The following is a DFT calculation (wB97M-V/def2-TZVPD) of a molecular structure, C16H19N4OPdS3.

Total charge = +1
E_LUMO = -4.7 eV
Electronic energy = -2237.534227 hartree
E_HOMO = -11.3 eV

Cartesian coordinates (Å):
Pd1 -0.80267 1.75452 -1.54561
N1 0.34381 1.78930 -3.79948
N2 -0.64182 1.61804 -4.76599
C1 -1.89829 1.32865 -4.42386
N3 -2.77565 1.13689 -5.40744
S1 -2.48918 1.16819 -2.82357
H1 0.73687 2.72386 -3.85131
H2 1.06577 1.08188 -3.87710
H3 -0.39906 1.71898 -5.74144
H4 -2.51212 1.16385 -6.37848
H5 -3.74199 0.96494 -5.18605
S2 -0.40049 5.02175 -2.22869
C2 -1.32342 4.00208 -1.38536
N4 -2.00066 3.26102 -0.72062
O1 -0.18061 -0.33752 -1.28655
S3 -0.91502 -0.73909 0.01584
C3 0.00035 -2.19458 0.53970
C4 -0.45086 -2.70061 1.88477
C5 0.50061 -3.00463 2.85279
C6 0.10972 -3.47953 4.09638
C7 -1.23698 -3.64265 4.38629
C8 -2.19098 -3.34459 3.42360
C9 -1.80081 -2.88105 2.17580
C10 -0.37888 0.45444 1.29070
C11 1.06129 0.83559 1.17064
C12 1.49101 1.77962 0.24264
C13 2.82976 2.09860 0.09310
C14 3.77420 1.46821 0.89201
C15 3.36640 0.53684 1.83492
C16 2.02111 0.22288 1.97067
H6 1.05518 -1.91635 0.51822
H7 -0.18153 -2.91880 -0.25757
H8 1.55358 -2.88214 2.62709
H9 0.85819 -3.72237 4.83896
H10 -1.54298 -4.00700 5.35769
H11 -3.24206 -3.48082 3.64042
H12 -2.55651 -2.67264 1.42677
H13 -0.61224 -0.02940 2.24071
H14 -1.05044 1.30691 1.16524
H15 0.80354 2.37921 -0.36799
H16 3.13057 2.85243 -0.62212
H17 4.82166 1.71745 0.78871
H18 4.09645 0.06064 2.47596
H19 1.70516 -0.49300 2.71964

---

The following is a DFT calculation (wB97M-V/def2-TZVPD) of 2 unconnected molecules or ions with the total composition C5H7Cl in a non-equilibrium geometry.

SMILES = C/C=C/Cl.C#C
E_LUMO = 1.0 eV
Electronic energy = -654.771926 hartree
E_HOMO = -9.2 eV

Cartesian coordinates (Å):
C1 -0.45960 1.91683 0.66273
C2 1.74434 -2.13575 -1.57116
C3 -0.83328 0.47707 0.90867
C4 1.76671 -1.58388 -0.48796
C5 -0.94755 -0.27396 -0.18903
Cl1 -1.57547 -1.89563 -0.20456
H1 0.19346 2.07615 -0.08342
H2 -1.42407 2.52091 0.57222
H3 1.96291 -2.24395 -2.59208
H4 -0.05709 2.24789 1.63430
H5 -1.20062 0.19414 1.88919
H6 1.47353 -1.42082 0.51843
H7 -0.64326 0.12101 -1.05732